Below is the ion C8H18N3 with charge +1, with properties calculated with ωB97M-V/def2-TZVPD.

Atoms and positions in Å:
C -0.42 -0.93 -0.42
C -0.49 -3.19 -0.74
C 0.50 -2.54 -1.78
C 1.58 0.47 0.90
C 0.56 1.98 -0.96
C 0.06 2.23 1.42
C -2.00 0.25 0.94
C 0.37 1.21 0.36
N -1.15 -2.06 -0.12
N 0.42 -1.17 -1.39
N -0.68 0.20 0.30
H -1.29 -3.84 -1.26
H 0.03 -3.90 -0.19
H 1.50 -2.86 -1.41
H 0.42 -2.87 -2.78
H 1.31 -0.27 1.70
H 2.12 -0.24 0.17
H 2.48 1.25 1.17
H 1.71 2.12 -1.10
H 0.00 2.91 -1.07
H 0.30 1.45 -1.83
H -0.91 2.71 1.30
H 0.04 1.64 2.35
H 0.95 2.77 1.69
H -2.56 1.10 0.52
H -2.45 -0.62 0.71
H -1.80 0.29 1.94
H -1.51 -2.23 0.78
H 1.00 -0.37 -1.85

Calculated values
Relative energy (zero: lowest compared OMol25 entry of this formula, charge and spin) in kcal per mole: 15.2
Molecular weight in Da: 156.25
SMILES: C[N+](=C1NCCN1)C(C)(C)C
HOMO energy in eV: -13.445
Multiplicity: 1
Net charge: +1
Kohn-Sham gap in eV: 10.835

Below is a structure of composition C35H34IN4O3PS2V, with properties calculated with ωB97M-V/def2-TZVPD.

Atoms and positions in Å:
V 0.22 0.99 0.47
I -0.01 -1.95 2.69
C 1.93 -1.38 3.26
C 2.49 -2.09 4.28
C 3.80 -1.78 4.70
C 4.49 -0.79 4.08
C 3.92 -0.05 3.01
C 4.67 0.98 2.39
C 4.12 1.70 1.37
C 2.80 1.42 0.95
C 2.01 0.43 1.50
C 2.59 -0.33 2.57
H 1.93 -2.88 4.77
H 4.25 -2.34 5.51
H 5.51 -0.55 4.39
H 5.68 1.17 2.73
H 4.69 2.48 0.89
H 2.42 2.00 0.11
C -1.62 5.96 1.32
O -0.79 4.91 1.81
C -0.73 3.75 1.17
O -0.06 2.84 1.64
N -1.46 3.61 0.03
N -1.33 2.40 -0.65
H -1.55 6.76 2.05
H -2.66 5.63 1.23
H -1.25 6.33 0.36
H -1.82 4.41 -0.46
H -0.87 2.50 -1.55
H -2.24 1.97 -0.75
C -5.76 -1.33 0.40
N -4.63 -0.90 -0.42
N -3.53 -0.44 0.31
C -2.36 -0.87 -0.30
O -1.24 -0.50 0.03
C -2.77 -1.74 -1.36
C -4.12 -1.75 -1.38
C -5.04 -2.55 -2.24
C -3.66 0.76 1.06
C -2.85 0.95 2.18
C -2.96 2.12 2.91
C -3.88 3.10 2.55
C -4.69 2.90 1.44
C -4.57 1.74 0.68
H -6.09 -0.51 1.03
H -5.50 -2.18 1.03
H -6.58 -1.60 -0.26
H -2.10 -2.23 -2.04
H -4.47 -3.00 -3.04
H -5.82 -1.92 -2.67
H -5.52 -3.34 -1.67
H -2.16 0.18 2.48
H -2.32 2.26 3.77
H -3.98 4.00 3.15
H -5.41 3.65 1.15
H -5.19 1.59 -0.19
S 1.13 -0.21 -5.13
P 1.57 -0.49 -3.25
S 0.83 0.94 -2.00
C 1.06 -2.15 -2.68
C 0.95 -3.15 -3.64
C 0.66 -4.45 -3.27
C 0.48 -4.77 -1.93
C 0.58 -3.78 -0.97
C 0.87 -2.47 -1.34
C 3.38 -0.54 -2.95
C 3.86 -0.69 -1.65
C 5.22 -0.73 -1.42
C 6.11 -0.61 -2.48
C 5.64 -0.46 -3.77
C 4.27 -0.42 -4.01
H 1.09 -2.89 -4.69
H 0.58 -5.22 -4.03
H 0.26 -5.79 -1.64
H 0.44 -4.02 0.08
H 0.95 -1.70 -0.57
H 3.16 -0.76 -0.82
H 5.59 -0.84 -0.40
H 7.18 -0.64 -2.29
H 6.33 -0.37 -4.59
H 3.88 -0.30 -5.01

Calculated values
Relative energy (zero: lowest compared OMol25 entry of this formula, charge and spin) in kcal per mole: 19.6
Molecular weight in Da: 831.64
HOMO energy (spin up / spin down) in eV: -6.704 / -7.247
Multiplicity: 4
Net charge: 0
<S²>: 3.76
Kohn-Sham gap (spin up / spin down) in eV: 6.552 / 7.079

Below is the molecule C15H19NO, with properties calculated with ωB97M-V/def2-TZVPD.

Atoms and positions in Å:
C -0.73 -1.40 -1.61
H 0.26 -1.84 -1.72
H -0.84 -0.58 -2.32
H -1.48 -2.16 -1.83
C -0.93 -0.88 -0.17
C 0.11 0.10 0.13
C 0.97 0.88 0.44
C 2.13 1.72 0.73
N 3.39 1.08 0.44
C 3.61 0.81 -0.98
H 4.04 1.69 -1.46
C 4.56 -0.38 -0.99
H 5.58 -0.06 -0.78
H 4.54 -0.92 -1.94
C 4.03 -1.22 0.17
H 3.13 -1.76 -0.14
H 4.75 -1.93 0.55
C 3.66 -0.14 1.20
H 4.50 0.05 1.87
H 2.80 -0.44 1.80
H 2.67 0.55 -1.49
H 2.11 1.99 1.79
H 2.07 2.64 0.14
C -2.30 -0.24 -0.07
C -3.37 -0.93 0.49
C -4.62 -0.35 0.55
C -4.82 0.92 0.06
C -3.77 1.62 -0.50
C -2.51 1.04 -0.56
H -1.68 1.59 -0.99
H -3.92 2.62 -0.89
H -5.80 1.38 0.10
H -5.44 -0.90 0.99
H -3.20 -1.92 0.88
O -0.86 -1.96 0.75
H 0.03 -2.32 0.72

Calculated values
Relative energy (zero: lowest compared OMol25 entry of this formula, charge and spin) in kcal per mole: 78.6
Molecular weight in Da: 229.32
SMILES: C[C@@](O)(C#CCN1CCCC1)c1ccccc1
HOMO energy in eV: -8.530
Multiplicity: 1
Net charge: 0
Kohn-Sham gap in eV: 9.289

Below is a structure of composition C41H37F5P2V, with properties calculated with ωB97M-V/def2-TZVPD.

Atoms and positions in Å:
V 2.48 1.54 2.06
C 3.43 3.82 1.74
C 2.44 3.36 0.89
C 2.59 2.81 -0.51
C 2.61 1.26 -0.56
C 3.56 0.70 0.45
C 4.67 1.37 0.98
C 5.30 2.67 0.60
C 4.91 3.82 1.54
C 2.44 0.21 3.58
H 3.11 4.45 2.59
H 1.43 3.53 1.26
H 3.47 3.20 -1.03
H 1.70 3.17 -1.06
H 1.62 0.81 -0.42
H 2.87 0.92 -1.57
H 3.39 -0.34 0.75
H 5.35 0.68 1.45
H 5.13 2.96 -0.45
H 6.40 2.52 0.63
H 5.47 3.73 2.49
H 5.24 4.79 1.12
H 2.39 0.49 4.65
H 3.08 -0.69 3.50
H 1.42 0.03 3.18
P -3.52 -0.30 -0.95
P -2.31 -2.96 -1.19
C -2.83 -0.70 -2.58
C -2.39 -1.98 -2.71
C -5.26 0.08 -1.45
C -5.62 0.35 -2.79
C -6.91 0.77 -3.10
C -7.90 0.76 -2.11
C -7.60 0.33 -0.82
C -6.28 -0.01 -0.48
C -2.64 1.26 -0.57
C -1.28 1.14 -0.28
C -0.53 2.28 -0.02
C -1.07 3.56 -0.14
C -2.41 3.67 -0.53
C -3.20 2.54 -0.70
C -3.05 -4.57 -1.85
C -4.42 -4.54 -2.17
C -5.04 -5.63 -2.77
C -4.27 -6.75 -3.11
C -2.90 -6.79 -2.84
C -2.30 -5.72 -2.15
C -0.55 -3.41 -1.26
C -0.02 -4.13 -0.18
C 1.28 -4.60 -0.24
C 2.08 -4.35 -1.37
C 1.53 -3.65 -2.46
C 0.24 -3.14 -2.39
H -2.86 0.02 -3.40
H -2.04 -2.42 -3.66
H -4.90 0.23 -3.59
H -7.14 1.10 -4.12
H -8.91 1.10 -2.35
H -8.39 0.26 -0.06
H -6.04 -0.35 0.52
H -0.79 0.17 -0.32
H 0.50 2.18 0.28
H -0.44 4.44 0.03
H -2.81 4.67 -0.73
H -4.25 2.65 -0.99
H -5.00 -3.63 -1.96
H -6.11 -5.61 -3.00
H -4.74 -7.61 -3.59
H -2.28 -7.64 -3.16
H -1.24 -5.78 -1.89
H -0.65 -4.33 0.69
H 1.69 -5.18 0.58
H 3.12 -4.68 -1.41
H 2.11 -3.49 -3.38
H -0.14 -2.57 -3.23
F 2.17 3.60 4.46
C 3.47 3.15 4.58
C 3.90 2.12 3.73
C 5.20 1.68 3.95
F 5.63 0.44 3.52
C 6.09 2.36 4.82
F 7.38 2.00 4.88
C 5.62 3.37 5.65
F 6.42 3.93 6.56
C 4.28 3.75 5.56
F 3.81 4.71 6.36

Calculated values
Relative energy (zero: lowest compared OMol25 entry of this formula, charge and spin) in kcal per mole: 0.0
Molecular weight in Da: 737.63
HOMO energy (spin up / spin down) in eV: -6.813 / -7.232
Multiplicity: 4
Net charge: 0
<S²>: 3.78
Kohn-Sham gap (spin up / spin down) in eV: 7.087 / 7.356

Below is a cluster of 3 separate species, C7H10BrCl2NO2 in total, with properties calculated with ωB97M-V/def2-TZVPD.

Atoms and positions in Å:
C 2.00 -0.32 1.28
C 0.99 -1.46 0.87
C 1.33 0.86 0.75
C 0.82 -1.19 -0.61
C 0.65 0.39 -0.45
C 0.21 1.12 -1.45
C -2.65 0.56 -0.49
N -2.59 -0.54 -1.34
O -2.67 -0.29 -2.53
O -2.27 -1.64 -0.88
Cl -2.67 0.22 1.14
Cl -3.38 1.96 -0.96
Br -0.98 2.57 3.03
H 2.23 -0.36 2.29
H 2.94 -0.64 0.72
H 1.50 -2.42 1.04
H 0.07 -1.37 1.43
H 0.65 1.41 1.49
H 2.11 1.63 0.53
H 1.70 -1.42 -1.22
H 0.06 -1.81 -1.07
H -0.21 0.58 -2.30
H 0.16 2.17 -1.26

Calculated values
Relative energy (zero: lowest compared OMol25 entry of this formula, charge and spin) in kcal per mole: 54.7
Molecular weight in Da: 290.97
HOMO energy (spin up / spin down) in eV: -9.536 / -9.117
Multiplicity: 1
Net charge: 0
Kohn-Sham gap (spin up / spin down) in eV: 7.217 / 5.278

Below is the molecule C2H4N2O2, with properties calculated with ωB97M-V/def2-TZVPD.

Atoms and positions in Å:
O -1.01 -1.53 -1.20
C -0.83 -0.32 -1.33
N -0.70 0.57 -0.35
C 0.33 0.55 0.76
N 0.75 -0.69 1.19
O 0.58 1.62 1.31
H -0.74 0.21 -2.31
H -0.74 1.55 -0.48
H 0.82 -1.42 0.53
H 1.55 -0.54 1.87

Calculated values
Relative energy (zero: lowest compared OMol25 entry of this formula, charge and spin) in kcal per mole: 22.3
Molecular weight in Da: 88.07
SMILES: NC(=O)NC=O
HOMO energy in eV: -10.616
Multiplicity: 1
Net charge: 0
Kohn-Sham gap in eV: 11.298

Below is a cluster of 2 separate species, H2INO2S in total, with properties calculated with ωB97M-V/def2-TZVPD.

Atoms and positions in Å:
N 0.66 -0.75 -0.08
O 0.56 1.52 -1.11
O 0.79 1.58 1.31
S 0.28 0.89 0.15
I -3.26 -0.62 0.40
H 0.35 -1.60 0.49
H 0.63 -1.03 -1.15

Calculated values
Relative energy (zero: lowest compared OMol25 entry of this formula, charge and spin) in kcal per mole: 46.3
Molecular weight in Da: 206.99
HOMO energy (spin up / spin down) in eV: -10.532 / -9.647
Multiplicity: 1
Net charge: 0
Kohn-Sham gap (spin up / spin down) in eV: 8.475 / 6.140

Below is a structure of composition C40H56Br2IN7O2PRbS5, with properties calculated with ωB97M-V/def2-TZVPD.

Atoms and positions in Å:
Rb -0.25 -0.13 0.13
C 2.52 1.27 1.45
C 3.52 0.32 0.78
N 3.05 -0.21 -0.49
C 3.93 -0.06 -1.62
C 4.17 1.38 -2.06
S 2.66 2.26 -2.54
C 2.61 3.65 -1.37
C 2.77 3.32 0.12
N 1.93 2.23 0.56
H 3.02 1.72 2.34
H 1.72 0.66 1.87
H 3.74 -0.49 1.49
H 4.47 0.84 0.61
H 2.65 -1.14 -0.43
H 3.48 -0.61 -2.45
H 4.93 -0.51 -1.45
H 4.86 1.38 -2.90
H 4.64 1.95 -1.26
H 1.62 4.07 -1.53
H 3.35 4.40 -1.66
H 2.56 4.25 0.66
H 3.81 3.07 0.33
H 1.02 2.55 0.90
Br -7.46 2.24 1.44
C -5.76 1.47 1.05
C -4.81 2.21 0.40
C -3.59 1.59 0.16
N -3.31 0.35 0.55
C -4.24 -0.34 1.20
C -5.50 0.18 1.47
C -3.84 -1.71 1.64
C -4.73 -2.56 2.32
C -4.28 -3.80 2.71
Br -5.46 -4.97 3.63
C -2.98 -4.19 2.45
C -2.17 -3.28 1.79
N -2.58 -2.08 1.39
H -4.96 3.25 0.12
H -2.79 2.13 -0.33
H -6.26 -0.38 2.00
H -5.74 -2.26 2.53
H -2.60 -5.16 2.75
H -1.14 -3.52 1.58
O 0.34 -2.11 -1.46
N -0.19 -3.27 -1.20
C -1.31 -3.62 -1.87
C -1.92 -4.84 -1.71
C -1.34 -5.75 -0.83
C -0.22 -5.38 -0.13
C 0.37 -4.11 -0.26
S 1.67 -3.57 0.72
H -1.66 -2.86 -2.55
H -2.81 -5.07 -2.28
H -1.77 -6.74 -0.69
H 0.25 -6.05 0.58
S -0.84 4.15 -0.48
C -2.09 4.36 0.74
C -3.09 5.32 0.51
C -4.13 5.56 1.40
C -4.19 4.81 2.57
C -3.21 3.87 2.82
C -2.14 3.61 1.95
S -1.00 2.35 2.38
H -3.02 5.90 -0.41
H -4.87 6.32 1.18
H -5.00 4.96 3.28
H -3.26 3.27 3.73
I -2.54 1.39 -6.73
C -2.09 1.41 -4.72
C -1.73 2.50 -3.96
N -1.56 2.05 -2.71
N -1.79 0.73 -2.60
C -2.11 0.33 -3.82
H -1.59 3.54 -4.20
H -1.30 2.64 -1.88
H -2.35 -0.70 -4.02
C 4.33 -1.86 -5.02
C 3.23 -2.92 -5.02
S 2.00 -2.70 -3.69
O 1.08 -3.86 -3.86
C 1.15 -1.24 -4.36
C 0.33 -1.56 -5.59
H 5.11 -2.12 -5.74
H 4.79 -1.78 -4.04
H 3.94 -0.88 -5.29
H 3.64 -3.91 -4.80
H 2.71 -2.99 -5.97
H 1.91 -0.48 -4.54
H 0.54 -0.88 -3.53
H 0.95 -1.76 -6.46
H -0.32 -0.71 -5.83
H -0.29 -2.43 -5.41
C -0.33 -3.06 5.55
C -0.16 -2.29 4.25
P 1.00 -0.86 4.20
C 0.38 0.12 5.65
C 0.82 1.59 5.62
C 2.51 -1.65 4.92
C 3.70 -0.70 5.03
H -1.14 -3.80 5.46
H -0.59 -2.40 6.38
H 0.58 -3.60 5.83
H -1.11 -1.88 3.92
H 0.18 -2.96 3.45
H 0.68 -0.36 6.59
H -0.71 0.08 5.59
H 1.90 1.69 5.63
H 0.43 2.12 6.50
H 0.43 2.08 4.73
H 2.76 -2.48 4.24
H 2.29 -2.09 5.90
H 3.91 -0.23 4.07
H 4.60 -1.23 5.36
H 3.50 0.10 5.75

Calculated values
Relative energy (zero: lowest compared OMol25 entry of this formula, charge and spin) in kcal per mole: 0.0
Molecular weight in Da: 1230.42
HOMO energy in eV: -1.212
Multiplicity: 1
Net charge: -2
Kohn-Sham gap in eV: 4.463